This record from OMol25 describes C13H37AgFO14P3 as an isolated structure in a non-equilibrium geometry. The level of theory is ωB97M-V/def2-TZVPD.

Output
Highest occupied orbital energy, eV: -8.16
Energy, Eh: -2841.9954
Lowest unoccupied orbital energy, eV: 0.4
Molar mass, g mol⁻¹: 637.2

ORCA input file:
```
! RIJCOSX wB97M-V def2-TZVPD def2/J DEFGRID3
* xyz 0 1
H 24.132 7.315 11.646
H 24.864 4.379 17.135
H 21.734 4.761 6.129
H 26.243 6.022 5.534
O 23.545 2.777 6.752
C 22.050 6.314 10.263
H 26.621 0.183 4.950
H 23.013 5.859 6.409
O 23.383 5.824 10.390
H 25.046 5.145 6.531
H 21.815 2.882 4.585
H 26.971 2.574 10.125
P 27.004 4.184 8.000
H 28.646 2.074 10.000
H 20.689 7.003 8.763
C 21.959 5.689 6.650
H 24.623 5.448 15.724
C 27.702 2.122 9.457
C 27.941 6.098 9.547
O 23.494 1.647 4.432
H 25.092 3.992 11.327
H 23.633 4.011 15.949
O 25.497 3.581 15.304
H 25.310 6.303 10.828
C 25.884 5.042 5.841
C 21.711 6.595 8.799
O 27.488 5.201 15.079
O 21.785 5.415 8.027
O 25.737 4.223 8.740
H 28.917 2.174 12.701
H 23.952 4.207 12.712
C 28.610 3.073 13.225
H 25.504 4.465 4.998
O 27.998 5.408 8.303
H 28.913 6.530 9.771
C 22.397 2.326 3.849
H 22.706 3.040 3.083
O 27.376 2.879 13.892
H 29.392 3.460 13.877
C 24.642 4.413 16.068
C 26.224 1.139 5.304
H 22.294 7.428 8.386
H 27.226 6.921 9.509
H 28.494 3.837 12.443
H 22.786 0.930 8.507
H 24.963 2.854 12.699
H 21.411 5.502 10.613
C 22.610 0.063 7.869
H 27.624 5.435 10.354
H 21.372 6.530 6.285
C 24.347 6.790 10.709
Ag 23.329 3.906 9.056
H 21.782 1.599 3.315
O 25.913 4.736 13.078
H 25.994 1.747 4.430
F 22.711 2.620 10.864
H 27.018 1.616 5.879
P 23.675 1.521 6.012
P 26.650 4.225 14.393
H 21.889 7.197 10.883
H 27.423 1.121 9.138
H 24.447 7.537 9.909
O 27.883 2.881 8.246
O 22.696 0.344 6.462
H 21.607 -0.314 8.069
H 23.300 -0.747 8.113
C 24.948 3.902 12.393
O 26.900 4.204 6.413
O 25.117 0.792 6.128
*
```

Atom charges from the natural (NBO) analysis, given in e for atoms 1 to 8: H 0.18; H 0.19; H 0.20; H 0.19; O -1.15; C -0.10; H 0.19; H 0.17

---

This record from OMol25 describes one molecule with the formula C2H4BrNS in a non-equilibrium geometry. The level of theory is ωB97M-V/def2-TZVPD.

Output
SMILES string: [H]/N=C(\Br)SC
Energy relative to the best compared isomer or geometry (same formula, charge and spin), kcal per mole: 15.7
Highest occupied orbital energy, eV: -9.78
Energy, Eh: -3105.5111
Lowest unoccupied orbital energy, eV: -0.1
Molar mass, g mol⁻¹: 154.0

ORCA input file:
```
! RIJCOSX wB97M-V def2-TZVPD def2/J DEFGRID3
* xyz 0 1
H -1.568 0.316 -1.091
C 1.045 -0.324 -0.071
H -1.799 1.716 0.174
H 0.881 -2.235 0.522
Br 3.338 -0.205 -0.108
S 0.400 1.172 -0.281
H -1.416 0.126 0.798
N 0.513 -1.370 0.224
C -1.395 0.802 -0.166
*
```

Atom charges from the natural (NBO) analysis, given in e for atoms 1 to 8: H 0.24; C 0.18; H 0.24; H 0.41; Br -0.27; S 0.35; H 0.25; N -0.67

---

This record from OMol25 describes H26Mg2O25S3 as an isolated structure in a non-equilibrium geometry. The level of theory is ωB97M-V/def2-TZVPD.

Output
Energy relative to the best compared isomer or geometry (same formula, charge and spin), kcal per mole: 2.3
Highest occupied orbital energy, eV: -1.38
Energy, Eh: -3491.8534
Lowest unoccupied orbital energy, eV: 2.8
Molar mass, g mol⁻¹: 571.0

ORCA input file:
```
! RIJCOSX wB97M-V def2-TZVPD def2/J DEFGRID3
* xyz -2 1
O -2.235 0.011 -2.855
O -0.559 -6.257 -0.797
H 2.064 -3.517 -0.115
H -1.176 0.495 2.964
O 0.478 0.991 1.459
O 3.668 -0.083 -2.013
H 0.743 0.416 3.026
H 1.830 0.564 4.103
H 1.494 2.603 3.204
H 1.290 3.526 -0.548
O 1.355 0.549 -0.764
H -2.042 1.642 3.465
H 1.233 -0.890 -3.266
O 0.988 0.134 3.933
S 0.181 0.395 0.133
H -3.725 -1.275 1.455
H 0.030 -3.841 1.738
S 0.286 -5.058 -1.005
H 0.921 2.746 0.728
O -0.524 -3.855 -0.528
O -2.099 0.787 3.034
H 0.510 2.911 4.325
S -3.174 -0.775 -1.983
O -4.274 -1.310 -2.744
H -3.564 3.611 -0.406
H 1.801 -2.019 -0.420
O -2.798 3.030 -0.381
O 0.609 -1.607 -3.122
H -1.050 2.960 -3.793
H -2.524 -0.453 1.938
O -1.104 2.616 -2.900
O 2.525 -2.645 -0.304
Mg -2.371 1.612 -1.693
O -2.368 -1.823 -1.326
H 2.562 2.667 -2.680
H -2.263 3.324 0.366
O -3.634 0.330 -1.067
O -0.678 -3.208 1.945
Mg -1.517 -2.458 0.291
O 1.513 -5.098 -0.154
O -2.764 -1.265 1.450
H 1.599 1.857 -1.779
H 4.040 0.771 -2.242
H 2.874 0.121 -1.484
O 1.687 2.703 -2.286
H 3.276 1.235 2.037
H -0.175 2.546 -2.604
H 2.800 1.229 0.592
O -0.977 1.021 -0.527
O 0.935 3.641 0.342
O 1.349 3.195 3.953
O -0.128 -1.035 0.285
H -0.117 -1.201 -2.631
O 0.616 -4.937 -2.422
H -0.853 -3.287 2.886
O 3.435 1.654 1.188
*
```

Atom charges from the natural (NBO) analysis, given in e for atoms 1 to 8: O -1.17; O -1.09; H 0.50; H 0.51; O -1.11; O -0.94; H 0.49; H 0.46

---

This record from OMol25 describes C8H24F4HgN2O12S4 as an isolated structure in a non-equilibrium geometry. The level of theory is ωB97M-V/def2-TZVPD.

Output
Energy relative to the best compared isomer or geometry (same formula, charge and spin), kcal per mole: 16.7
Highest occupied orbital energy (alpha / beta), eV: -3.07 / -6.66
Energy, Eh: -3477.0818
Lowest unoccupied orbital energy (alpha / beta), eV: 2.1 / 2.0
⟨S²⟩: 0.7587
Molar mass, g mol⁻¹: 745.1

ORCA input file:
```
! RIJCOSX wB97M-V def2-TZVPD def2/J DEFGRID3
* xyz -1 2
O 2.352 -1.025 3.113
S 1.715 -2.934 1.214
Hg -0.225 0.000 0.109
H 0.520 0.750 4.449
O -1.097 -0.303 2.325
H -2.209 1.167 3.243
H -0.362 -0.715 -4.417
O -1.730 4.188 -0.097
N 0.908 -3.156 2.700
O -3.723 2.471 1.050
H -1.687 -2.640 0.041
H -1.486 -3.994 -2.172
H -0.951 -0.193 5.038
C -0.565 0.685 4.521
C 2.785 1.193 0.301
C -1.413 -2.959 -2.506
F 1.180 -2.087 4.767
H 3.459 0.983 1.132
O -2.131 3.372 -2.410
H -0.401 0.941 -5.128
O 3.097 -3.394 1.094
C 0.907 0.715 -3.387
H -1.200 0.631 -3.631
S 2.063 -2.409 3.426
O 0.787 -0.029 -2.178
H 2.717 0.191 -0.122
H 1.028 1.763 -3.111
F -3.432 0.328 0.303
C -2.087 -1.869 -1.659
O -1.396 -1.846 -0.412
H -3.172 -1.972 -1.635
C -0.320 0.355 -4.213
H -1.953 -0.889 -2.117
H -2.037 -2.931 -3.399
O 3.170 -3.296 3.879
H 1.482 2.215 1.394
O 1.490 1.461 0.800
C 3.296 2.185 -0.725
O -4.164 1.801 -1.372
F -0.043 3.086 -1.322
H -0.373 -2.738 -2.746
H 2.534 2.560 -1.408
N -1.567 1.620 -0.496
H 1.294 -0.835 -2.303
H -0.530 1.650 2.631
C -1.169 0.887 3.074
H 3.650 3.098 -0.247
S -1.621 3.094 -1.067
F 0.956 -4.120 0.454
S -3.269 1.845 -0.198
H 1.859 0.418 -3.827
H 4.228 1.865 -1.192
H -1.642 -0.900 2.843
O 1.286 -1.791 0.401
H -0.809 1.506 5.195
*
```

Atom charges from the natural (NBO) analysis, given in e for atoms 1 to 8: O -0.91; S 2.35; Hg 1.42; H 0.22; O -0.76; H 0.19; H 0.20; O -0.93